No. 1
Entry from the Open Molecules 2025 dataset: C48H76Al3F11LiN6O14S2 as an isolated structure (ωB97M-V/def2-TZVPD).

Geometry (Å):
S1 -10.451 -0.745 -5.435
S2 -10.554 0.620 -3.188
Al1 -0.445 -3.832 6.030
Al2 1.241 1.838 -2.635
Al3 -2.545 -2.405 3.942
F1 -12.769 -1.881 -6.084
F2 -3.300 -1.105 2.951
F3 -0.761 -2.164 3.990
F4 -12.336 -0.049 -7.182
F5 -11.595 2.064 -1.191
F6 -11.293 -1.900 -7.695
F7 -12.523 2.415 -3.138
F8 -12.959 0.583 -2.042
F9 -2.915 -4.009 3.210
F10 -3.204 -2.344 5.617
F11 4.241 -5.004 5.756
O1 -10.094 -0.378 -2.219
O2 1.778 6.001 0.567
O3 7.663 -5.278 6.999
O4 9.635 -6.183 7.231
O5 8.889 -4.502 8.406
O6 -9.475 0.036 -6.201
O7 1.881 7.635 -5.017
O8 3.872 7.153 -3.993
O9 0.077 -1.513 -4.194
O10 2.177 8.191 -2.853
O11 -9.599 1.697 -3.460
O12 5.257 6.150 0.220
O13 4.150 -6.151 1.759
O14 -9.960 -2.042 -4.961
N1 -11.369 0.070 -4.431
N2 6.469 -7.105 3.613
N3 0.307 -3.557 -5.091
N4 -1.580 3.779 2.481
N5 -7.454 2.746 0.929
N6 -2.186 4.436 -3.603
C1 -1.637 3.783 -2.609
C2 4.708 4.182 2.107
C3 4.081 6.904 -0.319
C4 4.105 2.671 2.391
C5 -1.640 -2.190 -5.719
C6 1.436 -1.841 0.297
C7 -8.755 3.650 3.122
C8 4.269 -0.647 2.185
C9 4.559 -8.431 4.783
C10 5.747 -5.724 3.568
C11 -11.950 1.450 -2.357
C12 1.438 -2.639 -1.173
C13 0.982 8.811 -3.299
C14 6.013 -7.999 4.791
C15 -9.863 3.050 2.066
C16 7.961 -6.807 3.902
C17 -8.969 2.503 0.770
C18 -1.076 3.012 -1.245
C19 -6.422 2.361 -0.115
C20 4.242 3.832 -0.653
C21 8.777 -5.366 7.529
C22 4.770 4.803 0.580
C23 3.552 1.675 1.166
C24 -0.366 -2.380 -4.944
C25 2.744 7.616 -3.957
C26 2.969 0.140 1.485
C27 6.988 -7.175 1.087
C28 2.840 -6.630 1.469
C29 4.280 -5.705 3.107
C30 1.912 -2.955 1.400
C31 2.836 6.999 0.789
C32 -1.058 4.077 1.310
C33 2.444 -0.565 0.105
C34 -2.320 2.130 -0.641
C35 -3.780 2.933 -0.708
C36 -0.236 8.695 -5.508
C37 0.475 6.620 0.278
C38 -11.750 -1.161 -6.643
C39 -0.163 -1.399 0.515
C40 1.822 0.346 2.645
C41 0.611 7.971 -4.483
C42 -4.868 2.396 0.405
C43 -0.381 4.051 -0.183
C44 -0.039 -4.691 -5.913
C45 -7.326 3.387 2.295
C46 3.672 2.313 -0.354
C47 -0.290 5.581 -0.787
C48 6.387 -7.899 2.289
Li1 -10.759 3.903 -3.589
H1 0.119 7.038 -4.181
H2 2.072 -6.118 2.058
H3 -11.045 3.000 2.210
H4 -0.966 -4.537 -6.468
H5 0.221 8.793 -2.514
H6 0.657 -3.537 -1.170
H7 0.781 -4.865 -6.614
H8 -2.372 -2.948 -5.428
H9 6.654 -8.889 4.769
H10 2.533 -3.090 -1.312
H11 5.345 -8.158 2.103
H12 -6.544 3.115 -1.009
H13 -0.263 8.135 -6.449
H14 3.272 6.883 1.887
H15 -0.849 -2.197 -0.048
H16 4.043 2.251 3.487
H17 -1.259 8.828 -5.147
H18 -0.297 -0.385 -0.081
H19 1.211 9.851 -3.553
H20 -4.698 3.066 1.375
H21 1.283 -1.885 -2.055
H22 0.747 3.685 -0.052
H23 4.181 -8.701 3.795
H24 1.414 -0.644 3.118
H25 3.313 1.697 -1.297
H26 -6.282 3.712 2.747
H27 -9.552 2.016 -0.129
H28 -3.645 4.110 -0.671
H29 5.104 4.832 3.025
H30 -2.058 -1.204 -5.496
H31 -4.197 2.703 -1.800
H32 6.808 -7.768 0.182
H33 4.439 -9.313 5.425
H34 -4.578 1.293 0.745
H35 4.431 8.034 -0.470
H36 6.339 -5.093 2.896
H37 1.154 -3.606 -4.536
H38 4.257 4.213 -1.760
H39 5.823 -5.309 4.580
H40 0.178 9.682 -5.743
H41 -8.919 4.134 4.183
H42 -2.114 1.653 0.418
H43 6.224 -7.450 5.716
H44 1.613 -2.726 2.507
H45 6.556 -6.188 0.922
H46 -0.440 -1.326 1.650
H47 8.339 -6.107 3.153
H48 0.558 7.640 -0.303
H49 3.384 -0.921 -0.540
H50 1.872 0.200 -0.612
H51 1.465 -3.989 1.076
H52 8.516 -7.749 3.873
H53 8.031 -6.349 4.895
H54 5.011 -1.031 1.347
H55 2.181 1.024 3.558
H56 8.075 -7.069 1.180
H57 2.424 8.108 0.724
H58 4.853 0.039 2.934
H59 -2.456 1.203 -1.381
H60 -1.323 6.073 -1.033
H61 2.802 -7.701 1.659
H62 3.870 -1.568 2.826
H63 -0.144 -5.563 -5.262
H64 3.635 -6.280 3.771
H65 -0.133 6.750 1.279
H66 3.087 -3.038 1.326
H67 3.917 -7.665 5.222
H68 -0.246 2.241 -1.602
H69 2.639 -6.458 0.407
H70 -6.758 1.293 -0.524
H71 6.930 -8.839 2.449
H72 0.893 0.933 2.183
H73 0.430 5.537 -1.731
H74 -1.439 -2.245 -6.792
H75 3.727 6.514 -1.366
H76 3.924 -4.671 3.141

Properties
- F_max: 12.52 eV/A
- HOMO: -13.4 eV
- LUMO level: -0.4528 Ha
- Energy: -160117.85768 eV
- Total charge: +3

***

No. 2
Entry from the Open Molecules 2025 dataset: a 10-piece molecular cluster, C48H76O22 overall (ωB97M-V/def2-TZVPD).

Geometry (Å):
O1 0.756 -5.937 -2.615
O2 -2.317 -5.385 0.629
O3 1.965 -1.023 -2.930
O4 3.297 -5.190 -2.156
O5 -3.932 1.139 7.813
O6 7.339 0.953 -7.345
O7 4.323 2.630 -3.102
O8 -4.935 -0.462 0.607
O9 2.646 1.481 -2.190
O10 -1.642 -0.813 -0.019
O11 -0.802 1.633 0.949
O12 7.262 3.537 -6.638
O13 4.099 6.684 -2.362
O14 4.236 -2.183 2.351
O15 5.721 -5.216 -0.894
O16 4.073 0.163 -4.113
O17 -1.707 2.036 6.747
O18 -3.077 0.955 2.416
O19 -3.777 6.640 1.507
O20 2.247 -0.927 4.183
O21 -5.289 -0.142 3.503
O22 1.862 -2.064 0.951
C1 1.636 -2.097 4.749
C2 1.212 -7.687 -1.107
C3 -1.990 5.154 1.248
C4 -0.676 -0.293 -0.515
C5 0.114 -0.944 -1.539
C6 2.748 6.386 -2.643
C7 0.575 -4.074 -4.132
C8 -3.784 1.000 6.497
C9 2.452 4.985 -2.138
C10 -4.920 0.327 -0.568
C11 0.105 -6.812 -1.688
C12 2.544 -3.606 -0.625
C13 -0.431 -4.604 1.881
C14 4.051 -2.976 1.286
C15 -6.251 -2.306 -0.341
C16 -2.492 1.568 5.960
C17 -2.287 1.484 4.527
C18 -0.210 1.092 -0.124
C19 5.754 0.425 -5.719
C20 -4.514 0.376 4.271
C21 -3.213 0.948 3.739
C22 -5.151 6.960 1.395
C23 2.762 -2.766 0.533
C24 2.690 -2.842 5.525
C25 4.849 -4.533 -0.436
C26 -4.057 -6.567 -0.392
C27 -5.019 1.751 -0.117
C28 5.020 -3.722 0.783
C29 3.797 9.128 -2.458
C30 -3.491 5.258 1.378
C31 6.551 1.305 -6.338
C32 4.863 0.881 -4.672
C33 3.496 -4.426 -1.098
C34 -1.491 -4.274 0.866
C35 -5.058 -1.863 0.486
C36 4.562 7.894 -2.910
C37 6.609 2.769 -5.969
C38 5.875 3.152 -4.769
C39 0.841 1.691 -0.697
C40 -0.168 -5.060 -3.251
C41 1.635 1.018 -1.712
C42 2.216 0.907 2.734
C43 1.351 -0.042 3.540
C44 -5.899 6.743 2.695
C45 5.023 2.294 -4.189
C46 -4.708 0.448 5.712
C47 -3.405 -5.208 -0.252
C48 1.174 -0.365 -2.113
H1 -1.387 1.896 4.086
H2 -0.957 -4.001 -0.063
H3 1.236 -2.645 3.885
H4 -5.584 -0.039 6.122
H5 2.788 1.617 3.327
H6 -0.446 -6.260 -0.921
H7 2.321 -5.223 -2.322
H8 -4.920 -6.461 -1.056
H9 -3.830 0.529 1.951
H10 -5.086 -2.314 1.477
H11 -3.997 0.123 -1.136
H12 5.738 -0.596 -6.077
H13 4.215 10.065 -2.816
H14 1.069 -4.584 -4.955
H15 -2.107 -3.413 1.149
H16 1.988 -7.083 -0.640
H17 -1.577 4.180 1.533
H18 0.702 -0.583 2.837
H19 2.677 -0.450 -3.258
H20 0.083 -5.544 1.672
H21 -5.707 0.034 -1.273
H22 3.561 -3.014 4.884
H23 -5.161 8.013 1.102
H24 3.087 -2.225 6.331
H25 -1.455 1.004 1.319
H26 -4.119 -2.213 0.023
H27 -7.140 -1.745 -0.039
H28 2.928 0.319 2.145
H29 -4.129 -4.553 0.246
H30 1.609 -3.511 -1.163
H31 1.151 2.620 -0.234
H32 -6.041 5.665 2.825
H33 -5.391 7.166 3.557
H34 5.623 7.981 -2.689
H35 -5.614 6.394 0.579
H36 4.443 7.832 -4.006
H37 -0.914 -4.630 -2.575
H38 1.295 -3.441 -3.609
H39 -4.050 2.077 0.259
H40 1.666 1.417 1.939
H41 2.594 6.449 -3.732
H42 2.078 7.106 -2.159
H43 -4.280 -7.016 0.569
H44 3.233 4.325 -2.515
H45 -6.913 7.147 2.656
H46 -5.383 2.410 -0.909
H47 -1.598 5.748 2.083
H48 -3.106 -4.844 -1.242
H49 -0.623 -7.454 -2.201
H50 -0.894 -4.705 2.868
H51 -4.070 4.799 0.564
H52 -6.099 -2.174 -1.412
H53 -3.775 4.670 2.265
H54 2.307 -3.804 5.857
H55 3.744 1.885 -2.839
H56 -5.767 1.910 0.663
H57 0.743 0.515 4.262
H58 0.802 -1.806 5.402
H59 2.771 9.073 -2.838
H60 -0.768 -5.681 -3.937
H61 5.981 4.136 -4.332
H62 7.876 1.720 -7.608
H63 -0.132 -1.966 -1.802
H64 -1.516 5.484 0.329
H65 1.499 4.660 -2.556
H66 3.642 9.149 -1.375
H67 2.442 4.957 -1.051
H68 1.678 -8.288 -1.886
H69 0.310 -3.808 1.944
H70 -0.146 -3.357 -4.540
H71 3.403 -1.704 2.541
H72 5.984 -3.870 1.254
H73 -6.495 -3.358 -0.187
H74 0.764 -8.356 -0.369
H75 -3.102 1.508 8.166
H76 -3.386 -7.244 -0.931

Properties
- F_max: 3.05 eV/A
- Structure (SMILES): O=C1C=C(O)C(=O)C=C1O.O=C1C=C(O)C(=O)C=C1O.O=C1C=C(O)C(=O)C=C1O.O=C1C=C(O)C(=O)C=C1O.CCOCC.CCOCC.CCOCC.CCOCC.CCOCC.CCOCC
- HOMO: -9.3 eV
- LUMO level: -0.0653 Ha
- Energy: -96048.77940 eV
- Relative energy (zero: lowest compared OMol25 entry of this formula, charge and spin): 695.9 kJ/mol